[1]
Entry from the OMol25 dataset: C18H20CrN2OS3 as an isolated structure (ωB97M-V/def2-TZVPD).

Atoms and positions in Å:
Cr 0.57 -2.31 0.92
C -1.79 -0.86 3.67
C -1.09 -0.42 2.42
N 0.19 -0.77 2.28
N 1.08 0.16 1.67
C 2.31 -0.27 1.38
S 2.79 -1.99 1.38
S 3.52 0.85 0.88
C 2.65 2.55 0.65
C 2.12 2.85 -0.72
C 1.84 4.18 -1.18
C 1.56 4.40 -2.55
C 1.73 3.40 -3.49
C 2.03 2.10 -3.04
C 2.19 1.80 -1.71
C -1.85 0.25 1.31
C -2.70 1.29 1.51
C -3.32 1.95 0.42
C -3.24 1.47 -0.88
C -2.32 0.43 -1.07
C -1.62 -0.29 -0.03
O -0.78 -1.25 -0.29
H -2.89 -0.80 3.49
H -1.64 -0.12 4.51
H -1.40 -1.86 3.96
H 3.39 3.21 1.09
H 1.83 2.51 1.39
H 1.79 5.05 -0.46
H 1.29 5.39 -2.90
H 1.54 3.61 -4.54
H 2.15 1.31 -3.78
H 2.38 0.76 -1.42
H -3.08 1.46 2.53
H -3.82 2.90 0.57
H -3.80 1.90 -1.69
H -1.98 0.12 -2.06
C 1.10 -5.30 -0.74
S 0.11 -4.63 0.64
C -1.46 -4.65 -0.24
H 1.22 -4.54 -1.47
H 0.57 -6.18 -1.06
H 2.07 -5.52 -0.26
H -1.75 -5.69 -0.13
H -1.35 -4.46 -1.33
H -2.12 -3.99 0.37

For the HOMO energy (spin up / spin down), the calculation gives -7.15 / -7.43 eV. Its expectation value of S² is 6.027. The multiplicity is 5. The value obtained for the HOMO-LUMO gap (spin up / spin down) is 6.724 / 7.155 eV. As for the lowest unoccupied orbital energy (spin up / spin down): -0.43 / -0.28 eV.

Atom charges from the Mulliken analysis, given in e for atoms 1 to 2:
1. Cr 0.600
2. C -1.319

---

[2]
Entry from the OMol25 dataset: C5H8N2O as an isolated structure (ωB97M-V/def2-TZVPD).

Atoms and positions in Å:
C -0.07 0.66 -0.12
C 1.51 0.29 -0.47
C 1.28 -0.98 0.44
C -0.12 -0.92 -0.06
C -1.29 0.86 -0.57
H -0.91 1.99 1.58
H 2.07 1.23 -0.53
H 1.71 0.03 -1.49
H 1.38 -0.49 1.60
H 1.87 -1.92 0.23
H -0.46 -0.95 -1.31
H -1.93 -1.92 0.39
H -1.67 1.78 -0.99
N -1.40 -1.11 0.48
N -2.02 -0.10 -0.04
O 0.05 1.54 0.85

For the HOMO energy, the calculation gives -8.71 eV. The value obtained for the HOMO-LUMO gap is 9.060 eV. As for the lowest unoccupied orbital energy: 0.35 eV.

Atom charges from the Mulliken analysis, given in e for atoms 1 to 2:
1. C 1.213
2. C -0.908

---

[3]
Entry from the OMol25 dataset: a 2-piece molecular cluster, C2H7OS overall (ωB97M-V/def2-TZVPD).

Atoms and positions in Å:
S -0.70 -2.93 0.12
H -0.63 -2.03 1.12
C -0.01 0.61 -0.85
O 0.88 -0.38 -1.26
C 0.19 0.93 0.70
H -1.06 0.26 -0.89
H 0.09 1.59 -1.32
H 0.47 -1.18 -0.87
H -0.09 0.10 1.35
H -0.37 1.85 0.97
H 1.24 1.19 0.92

For the HOMO energy (spin up / spin down), the calculation gives -9.92 / -9.92 eV. Its expectation value of S² is 0.753. The multiplicity is 2. The value obtained for the HOMO-LUMO gap (spin up / spin down) is 10.670 / 6.861 eV. As for the lowest unoccupied orbital energy (spin up / spin down): 0.75 / -3.06 eV.

Atom charges from the Mulliken analysis, given in e for atoms 1 to 2:
1. S -0.193
2. H 0.179

---

[4]
Entry from the OMol25 dataset: a 2-piece molecular cluster, C5H11N overall (ωB97M-V/def2-TZVPD).

Atoms and positions in Å:
C -1.76 1.01 -0.32
C -1.62 -0.50 -0.18
N -0.23 -0.87 0.17
C -0.09 -1.63 1.45
C 0.20 -0.38 1.51
H -2.72 1.28 -0.78
H -1.72 1.49 0.66
H -0.95 1.41 -0.93
H -2.34 -0.89 0.55
H -1.82 -0.99 -1.15
H -0.11 -2.65 1.78
H 0.60 0.52 1.94
C 2.53 0.41 -0.97
H 1.82 -0.40 -0.76
H 3.34 0.40 -0.23
H 1.99 1.36 -0.91
H 2.95 0.29 -1.97

For the HOMO energy, the calculation gives -8.26 eV. The value obtained for the HOMO-LUMO gap is 9.421 eV. As for the lowest unoccupied orbital energy: 1.17 eV. The SMILES is CCN1C=C1.C.

Atom charges from the Mulliken analysis, given in e for atoms 1 to 2:
1. C -1.078
2. C -0.424

---

[5]
Entry from the OMol25 dataset: C56H51F8I2NO3P as an isolated structure (ωB97M-V/def2-TZVPD).

Atoms and positions in Å:
C 1.07 4.14 2.87
C -0.35 4.20 2.33
O -0.94 5.23 2.18
O -0.97 3.01 2.09
C -0.36 1.95 1.40
O -0.64 0.84 1.73
C 0.47 2.39 0.21
C 0.83 1.28 -0.78
P -0.11 1.60 -2.23
N 0.06 3.00 -2.96
C 2.25 1.10 -0.92
I 3.08 1.17 -2.90
C 3.08 0.84 0.10
C 2.58 0.55 1.50
I 5.16 0.64 -0.02
H 1.10 4.77 3.76
H 1.38 3.13 3.11
H 1.73 4.58 2.12
H -0.15 3.16 -0.28
H 1.37 2.89 0.58
H -1.45 1.44 -1.84
H 0.14 0.51 -3.08
H -0.82 3.50 -3.02
H 1.62 0.02 1.43
H 2.41 1.47 2.07
H 3.30 -0.04 2.07
F 3.92 6.19 2.91
C 3.97 6.69 4.16
C 4.67 5.99 5.13
C 4.71 6.51 6.41
C 4.07 7.71 6.71
C 3.37 8.38 5.72
C 3.32 7.88 4.43
H 5.15 5.06 4.87
H 5.25 5.98 7.19
H 4.10 8.10 7.72
H 2.86 9.31 5.95
H 2.79 8.39 3.64
F -1.34 -0.99 -4.14
C -0.70 -1.31 -5.28
C 0.01 -2.49 -5.33
C 0.67 -2.81 -6.51
C 0.62 -1.95 -7.60
C -0.10 -0.77 -7.51
C -0.77 -0.44 -6.35
H 0.05 -3.14 -4.46
H 1.24 -3.73 -6.57
H 1.14 -2.20 -8.51
H -0.14 -0.09 -8.36
H -1.34 0.48 -6.25
F 5.04 -2.46 1.64
C 4.48 -3.42 0.89
C 4.20 -4.64 1.47
C 3.55 -5.61 0.72
C 3.21 -5.35 -0.61
C 3.52 -4.12 -1.17
C 4.15 -3.14 -0.42
H 4.47 -4.81 2.51
H 3.30 -6.56 1.16
H 2.70 -6.10 -1.18
H 3.25 -3.91 -2.20
H 4.37 -2.16 -0.83
F 4.36 4.48 -1.69
C 3.87 5.48 -2.45
C 2.89 5.21 -3.38
C 2.40 6.26 -4.14
C 2.89 7.55 -3.97
C 3.88 7.79 -3.03
C 4.38 6.76 -2.26
H 2.51 4.20 -3.49
H 1.62 6.06 -4.86
H 2.49 8.36 -4.57
H 4.27 8.80 -2.90
H 5.15 6.92 -1.51
F -0.06 -4.87 -1.22
C -0.71 -5.99 -0.89
C -0.67 -7.08 -1.74
C -1.35 -8.23 -1.37
C -2.05 -8.28 -0.18
C -2.07 -7.17 0.66
C -1.39 -6.02 0.31
H -0.12 -7.01 -2.67
H -1.33 -9.09 -2.03
H -2.59 -9.18 0.10
H -2.62 -7.21 1.59
H -1.39 -5.14 0.95
F -2.58 -4.77 2.66
C -2.72 -3.92 1.61
C -3.58 -4.28 0.59
C -3.71 -3.41 -0.49
C -2.99 -2.23 -0.54
C -2.12 -1.90 0.50
C -1.98 -2.75 1.59
H -4.13 -5.21 0.65
H -4.39 -3.67 -1.30
H -3.09 -1.56 -1.38
H -1.55 -0.98 0.47
H -1.32 -2.51 2.41
F -3.29 3.76 -3.31
C -3.64 4.67 -2.38
C -2.72 5.03 -1.42
C -3.10 5.96 -0.45
C -4.38 6.50 -0.47
C -5.28 6.11 -1.44
C -4.92 5.19 -2.41
H -1.72 4.60 -1.42
H -2.39 6.24 0.31
H -4.67 7.21 0.29
H -6.28 6.53 -1.45
H -5.60 4.87 -3.19
F -5.23 -8.62 1.92
C -5.19 -8.22 3.21
C -5.03 -9.17 4.19
C -4.99 -8.76 5.52
C -5.11 -7.41 5.83
C -5.27 -6.47 4.82
C -5.31 -6.87 3.50
H -4.94 -10.22 3.92
H -4.86 -9.49 6.30
H -5.08 -7.09 6.87
H -5.37 -5.42 5.06
H -5.43 -6.16 2.69

For the HOMO energy, the calculation gives -3.83 eV. The value obtained for the HOMO-LUMO gap is 5.992 eV. The charge is -1. As for the lowest unoccupied orbital energy: 2.16 eV.

Atom charges from the Mulliken analysis, given in e for atoms 1 to 2:
1. C -0.846
2. C 0.594

---

Summary of DFT total energy in Eh
-3121.6056; -379.7614; -553.7455; -251.7198; -4180.6465
(order as listed above)
Summary of max |F| in eV/A
2.98; 9.51; 3.27; 0.26; 1.24
(order as listed above)